Entry from the Open Molecules 2025 dataset: C18H15BrPm as an isolated structure (ωB97M-V/def2-TZVPD).

Positions of all 35 atoms, in Å:
C -1.272 -0.932 -3.756
C -1.360 -1.949 -2.767
C -2.152 -1.440 -1.687
H -0.800 -2.873 -2.784
C -2.522 -0.104 -2.000
C -1.965 0.214 -3.275
H -1.992 1.175 -3.766
H -0.730 -1.009 -4.682
H -2.193 -1.891 -0.706
H -2.922 0.621 -1.315
Pm 0.049 -0.233 -1.421
Br 1.053 -2.422 -0.070
C 2.250 1.169 -1.613
C 1.395 1.910 -2.455
C 1.176 1.145 -3.644
H 0.839 2.801 -2.197
C 1.881 -0.077 -3.516
C 2.557 -0.069 -2.263
H 3.047 -0.925 -1.828
H 2.371 1.343 -0.556
H 0.536 1.424 -4.468
H 1.849 -0.900 -4.201
C -0.243 0.821 0.635
C -0.211 0.569 1.847
C -0.112 0.471 3.240
C -1.175 0.903 4.044
C -1.127 0.621 5.407
C -0.007 -0.079 5.908
C 1.050 -0.511 5.088
C 0.999 -0.223 3.727
H -2.028 1.418 3.577
H -1.932 0.934 6.036
H 0.037 -0.290 6.975
H 1.892 -1.054 5.472
H 1.761 -0.556 3.013

Output
- Gap between HOMO and LUMO (spin up / spin down): 7.609 / 7.667 eV
- Calculated total energy: -3877.3440 hartree
- Multiplicity: 5
- Charge: -1
- LUMO level (spin up / spin down): 2.9 / 2.9 eV
- HOMO level (spin up / spin down): -4.8 / -4.8 eV
- ⟨S²⟩: 6.01

From a Löwdin analysis of the wavefunction, the atomic charges in e read: number 1, C, carries -0.21; number 2, C, carries -0.26; number 3, C, carries -0.29; number 4, H, carries 0.08; number 5, C, carries -0.23; number 6, C, carries -0.21; number 7, H, carries 0.09; number 8, H, carries 0.09; number 9, H, carries 0.08; number 10, H, carries 0.09; number 11, Pm, carries 1.26; number 12, Br, carries -0.15; number 13, C, carries -0.27; number 14, C, carries -0.22; number 15, C, carries -0.21; number 16, H, carries 0.09; number 17, C, carries -0.21; number 18, C, carries -0.26; number 19, H, carries 0.06; number 20, H, carries 0.08; number 21, H, carries 0.09; number 22, H, carries 0.09; number 23, C, carries -0.19; number 24, C, carries -0.21; number 25, C, carries -0.29; number 26, C, carries -0.04; number 27, C, carries -0.10; number 28, C, carries -0.11; number 29, C, carries -0.09; number 30, C, carries -0.03; number 31, H, carries 0.12; number 32, H, carries 0.08; number 33, H, carries 0.09; number 34, H, carries 0.09; number 35, H, carries 0.12


Entry from the Open Molecules 2025 dataset: a 2-piece molecular cluster, C10H14NO overall (ωB97M-V/def2-TZVPD).

Positions of all 26 atoms, in Å:
C 3.580 -0.585 -0.315
C 2.758 -1.340 0.602
C 3.141 0.523 -0.811
C 1.561 -0.758 0.879
C 1.839 0.954 -0.481
C -2.404 -1.157 0.236
C -1.850 -0.680 -1.117
C -2.055 0.022 1.168
C -1.660 0.830 -1.062
C -1.462 1.113 0.384
N 1.067 0.376 0.387
O -0.969 2.224 0.783
H 4.590 -0.953 -0.614
H 3.198 -2.320 0.865
H 3.674 1.200 -1.479
H 0.829 -1.276 1.483
H 1.478 1.865 -0.912
H -3.541 -1.383 0.223
H -1.847 -2.033 0.606
H -0.880 -1.045 -1.325
H -2.389 -0.977 -2.047
H -2.804 0.487 1.758
H -1.453 -0.190 2.104
H -0.909 1.401 -1.731
H -2.686 1.478 -1.289
H -0.805 2.226 1.708

Output
- Gap between HOMO and LUMO: 8.772 eV
- Calculated total energy: -519.1316 hartree
- Charge: +1
- LUMO level: -4.3 eV
- HOMO level: -13.1 eV

From a Löwdin analysis of the wavefunction, the atomic charges in e read: number 1, C, carries -0.08; number 2, C, carries -0.01; number 3, C, carries -0.08; number 4, C, carries -0.16; number 5, C, carries -0.13; number 6, C, carries -0.12; number 7, C, carries -0.18; number 8, C, carries -0.11; number 9, C, carries -0.10; number 10, C, carries -0.26; number 11, N, carries 0.06; number 12, O, carries 0.22; number 13, H, carries 0.14; number 14, H, carries 0.13; number 15, H, carries 0.13; number 16, H, carries 0.10; number 17, H, carries 0.11; number 18, H, carries 0.16; number 19, H, carries 0.12; number 20, H, carries 0.09; number 21, H, carries 0.14; number 22, H, carries 0.13; number 23, H, carries 0.16; number 24, H, carries 0.16; number 25, H, carries 0.22; number 26, H, carries 0.15


Entry from the Open Molecules 2025 dataset: one molecule with the formula C6H12N2O2 (ωB97M-V/def2-TZVPD).

Positions of all 22 atoms, in Å:
C -1.102 -1.814 0.299
C 0.194 -1.193 -0.325
C 0.124 0.368 -0.306
C 1.467 1.142 1.667
C 2.245 2.390 1.243
C 2.659 3.405 0.737
H -3.323 -2.164 -1.663
H -2.526 -0.420 -1.950
H -0.771 -2.916 0.357
H -1.129 -1.295 1.278
H 0.992 -1.480 0.304
H -0.615 -1.390 -2.031
H 1.086 0.695 -0.945
H -0.619 0.726 -0.948
H -0.570 1.779 1.077
H 1.500 0.984 2.762
H 2.128 0.329 1.084
H 2.810 4.466 0.211
N -2.393 -1.576 -1.512
N 0.139 1.085 1.020
O -2.350 -1.321 -0.261
O 0.262 -1.385 -1.737

Output
- Gap between HOMO and LUMO: 9.354 eV
- Calculated total energy: -495.5379 hartree
- LUMO level: 0.7 eV
- HOMO level: -8.7 eV
- SMILES string: C#CCNC[C@H](O)CON

From a Löwdin analysis of the wavefunction, the atomic charges in e read: number 1, C, carries -0.12; number 2, C, carries -0.33; number 3, C, carries -0.18; number 4, C, carries -0.22; number 5, C, carries -0.16; number 6, C, carries 0.04; number 7, H, carries 0.15; number 8, H, carries 0.21; number 9, H, carries 0.15; number 10, H, carries 0.12; number 11, H, carries 0.12; number 12, H, carries 0.00; number 13, H, carries 0.16; number 14, H, carries 0.08; number 15, H, carries 0.10; number 16, H, carries 0.10; number 17, H, carries 0.15; number 18, H, carries 0.09; number 19, N, carries -0.10; number 20, N, carries -0.06; number 21, O, carries -0.24; number 22, O, carries -0.04


Entry from the Open Molecules 2025 dataset: a 2-piece molecular cluster, C5H12O overall (ωB97M-V/def2-TZVPD).

Positions of all 18 atoms, in Å:
C 1.718 -0.758 -0.461
C 0.456 0.015 -0.571
C -0.773 -0.565 -0.177
C -2.092 -0.038 -0.516
C 0.519 1.338 -1.203
H 1.584 -1.561 0.277
H 1.856 -1.279 -1.413
H 2.557 -0.126 -0.184
H -0.752 -1.566 0.226
H -2.117 0.178 -1.588
H -2.291 0.862 0.078
H -2.864 -0.734 -0.217
H 0.847 2.080 -0.480
H 1.179 1.330 -2.060
H -0.450 1.685 -1.555
H 0.102 0.390 2.919
H 0.521 -0.996 3.296
O 0.001 -0.254 3.628

Output
- Gap between HOMO and LUMO (spin up / spin down): 10.185 / 6.668 eV
- Calculated total energy: -272.6018 hartree
- Multiplicity: 2
- Charge: +1
- LUMO level (spin up / spin down): -4.7 / -8.2 eV
- HOMO level (spin up / spin down): -14.9 / -14.9 eV
- ⟨S²⟩: 0.75

From a Löwdin analysis of the wavefunction, the atomic charges in e read: number 1, C, carries 0.00; number 2, C, carries -0.20; number 3, C, carries 0.04; number 4, C, carries -0.03; number 5, C, carries 0.00; number 6, H, carries 0.10; number 7, H, carries 0.13; number 8, H, carries 0.11; number 9, H, carries 0.14; number 10, H, carries 0.12; number 11, H, carries 0.13; number 12, H, carries 0.10; number 13, H, carries 0.13; number 14, H, carries 0.12; number 15, H, carries 0.09; number 16, H, carries 0.02; number 17, H, carries 0.03; number 18, O, carries -0.04


Entry from the Open Molecules 2025 dataset: an isolated ion of composition C6H10N and charge +1 (ωB97M-V/def2-TZVPD).

Positions of all 17 atoms, in Å:
C -0.158 -0.196 -0.172
C -0.245 -1.559 -1.071
C 1.192 0.071 0.270
C -1.148 -1.603 -0.236
C -2.412 -1.938 0.339
C 1.373 2.553 0.141
N 1.833 1.216 0.316
H -0.647 0.560 -0.769
H 0.121 -1.890 -1.981
H 1.855 -0.776 0.564
H -2.232 -2.713 1.142
H -3.005 -2.566 -0.388
H -2.977 -1.026 0.682
H 0.914 2.813 1.155
H 2.102 3.344 -0.055
H 0.579 2.628 -0.658
H 2.857 1.083 0.723

Output
- Gap between HOMO and LUMO: 10.215 eV
- Calculated total energy: -288.9967 hartree
- Charge: +1
- LUMO level: -3.8 eV
- HOMO level: -14.0 eV
- SMILES string: C/[NH+]=C\[C@H]1C=C1C

From a Löwdin analysis of the wavefunction, the atomic charges in e read: number 1, C, carries -0.06; number 2, C, carries 0.07; number 3, C, carries -0.05; number 4, C, carries -0.16; number 5, C, carries -0.03; number 6, C, carries -0.06; number 7, N, carries -0.03; number 8, H, carries 0.11; number 9, H, carries 0.11; number 10, H, carries 0.16; number 11, H, carries 0.12; number 12, H, carries 0.12; number 13, H, carries 0.12; number 14, H, carries 0.13; number 15, H, carries 0.10; number 16, H, carries 0.11; number 17, H, carries 0.23


Entry from the Open Molecules 2025 dataset: one molecule with the formula C4H4N2O2 (ωB97M-V/def2-TZVPD).

Positions of all 12 atoms, in Å:
C 1.860 -0.760 -0.129
C 0.615 -0.321 -0.169
C 0.238 1.058 -0.192
C -1.530 -0.028 -0.001
H 2.615 1.039 0.902
H 2.328 -1.748 -0.277
H 0.891 1.833 -0.311
H -2.632 -1.344 0.300
N -1.074 1.304 -0.035
N -0.594 -1.006 -0.056
O 2.949 0.118 0.206
O -2.777 -0.312 0.165

Output
- Gap between HOMO and LUMO: 8.000 eV
- Calculated total energy: -414.7211 hartree
- LUMO level: -0.9 eV
- HOMO level: -8.9 eV
- SMILES string: O/C=C1\C=NC(O)=N1

From a Löwdin analysis of the wavefunction, the atomic charges in e read: number 1, C, carries -0.04; number 2, C, carries -0.32; number 3, C, carries -0.07; number 4, C, carries -0.51; number 5, H, carries 0.26; number 6, H, carries 0.14; number 7, H, carries 0.08; number 8, H, carries 0.19; number 9, N, carries 0.17; number 10, N, carries 0.12; number 11, O, carries -0.10; number 12, O, carries 0.10